ORCA calculation (ωB97M-V/def2-TZVPD) on 15 unconnected molecules or ions with the total composition C56H84ClO32.

Atoms and positions in Å:
Cl 9.3005 -26.4470 -13.3591
O 8.2809 -25.9896 -14.2646
O 10.6425 -26.4102 -13.8601
O 9.3045 -25.5245 -12.2666
O 9.0582 -27.7716 -12.9058
O 15.2191 -23.2116 -10.6606
C 14.2067 -23.1038 -11.3149
O 13.4555 -24.1186 -11.5860
C 12.3460 -23.7926 -12.3542
C 12.1803 -22.2628 -12.1982
C 13.5502 -21.8403 -11.7898
H 11.4895 -24.2944 -11.9039
H 12.2870 -24.1142 -13.3940
H 11.4378 -21.9847 -11.4502
H 11.9427 -21.7928 -13.1526
H 13.4616 -21.0565 -11.0375
H 14.1120 -21.4577 -12.6418
O 14.9094 -29.4047 -13.5308
C 14.0793 -29.6049 -14.4274
O 14.0406 -30.8116 -14.9555
C 12.7544 -31.0296 -15.5752
C 12.1870 -29.6223 -15.8167
C 13.0290 -28.6761 -14.9921
H 12.1560 -31.6440 -14.9025
H 12.8020 -31.5012 -16.5567
H 11.1485 -29.6185 -15.4858
H 12.1639 -29.1916 -16.8178
H 12.4197 -28.1781 -14.2379
H 13.4504 -27.9104 -15.6434
O 9.9290 -34.8725 -11.7415
C 9.9634 -33.7213 -12.0636
O 10.5561 -32.7234 -11.2838
C 10.1241 -31.4180 -11.6555
C 9.1642 -31.6564 -12.8379
C 9.3570 -33.0986 -13.3245
H 10.9046 -30.7141 -11.9446
H 9.4928 -30.9356 -10.9093
H 9.2772 -30.9305 -13.6431
H 8.1098 -31.5357 -12.5893
H 10.0354 -33.2785 -14.1585
H 8.3433 -33.4628 -13.4914
O 11.5643 -26.8776 -18.2679
C 11.0461 -25.9480 -17.6836
O 11.6728 -24.8734 -17.1885
C 10.7502 -23.8871 -16.7022
C 9.4603 -24.3317 -17.3900
C 9.5937 -25.8172 -17.5780
H 11.0064 -22.8898 -17.0596
H 10.6754 -23.9886 -15.6195
H 9.1816 -23.8812 -18.3426
H 8.6058 -24.0876 -16.7588
H 9.1577 -26.1711 -18.5121
H 9.3839 -26.3694 -16.6619
O 3.9030 -24.9700 -11.9325
C 4.3397 -25.8899 -12.6316
O 4.0659 -25.8661 -13.9496
C 4.5454 -27.0884 -14.5079
C 4.4471 -28.0323 -13.2894
C 4.9766 -27.1494 -12.1845
H 5.5289 -27.1865 -14.9676
H 3.9266 -27.4870 -15.3118
H 4.9647 -28.9897 -13.3490
H 3.3990 -28.3314 -13.2764
H 6.0596 -27.1088 -12.3015
H 4.8145 -27.3091 -11.1185
O 2.2072 -21.9838 -16.1594
C 3.3588 -22.2814 -16.5233
O 3.7862 -22.0300 -17.7693
C 5.1194 -22.5080 -17.9108
C 5.6597 -22.5162 -16.4849
C 4.4596 -22.9225 -15.7326
H 5.7201 -21.8726 -18.5616
H 5.1922 -23.4964 -18.3644
H 5.9889 -21.5557 -16.0885
H 6.4781 -23.2313 -16.4013
H 4.5288 -22.6721 -14.6740
H 4.3612 -24.0057 -15.8050
O 14.7540 -29.0482 -10.0346
C 13.7063 -28.4513 -10.2880
O 12.4900 -28.9422 -9.7724
C 11.4088 -28.0876 -10.1837
C 12.1106 -26.8036 -10.6384
C 13.4240 -27.2507 -11.1480
H 10.6845 -28.0140 -9.3725
H 10.8237 -28.4679 -11.0210
H 12.2525 -26.1794 -9.7562
H 11.4999 -26.2721 -11.3682
H 14.1896 -26.5056 -10.9320
H 13.3851 -27.4156 -12.2247
O 4.7215 -28.2382 -8.4141
C 5.6530 -27.4036 -8.3779
O 6.8300 -27.6740 -9.0042
C 7.7282 -26.5631 -8.9656
C 6.8744 -25.4382 -8.4938
C 5.7071 -26.0749 -7.7667
H 8.2290 -26.3455 -9.9090
H 8.5915 -26.6399 -8.3046
H 6.5690 -24.8306 -9.3457
H 7.4482 -24.7323 -7.8933
H 4.7611 -25.5723 -7.9679
H 5.8320 -26.1145 -6.6846
O 3.2733 -32.9996 -10.9138
C 4.3898 -32.7265 -10.6786
O 5.3682 -33.6258 -10.2955
C 6.5965 -32.9615 -9.9610
C 6.1980 -31.4941 -9.7612
C 4.9927 -31.3052 -10.6872
H 7.3384 -33.1758 -10.7303
H 6.9947 -33.2280 -8.9820
H 6.9869 -30.8025 -10.0571
H 5.9411 -31.3129 -8.7176
H 5.2330 -30.8652 -11.6550
H 4.3140 -30.6104 -10.1924
O 12.0318 -20.2298 -6.7506
C 11.7340 -21.3115 -7.2909
O 11.7851 -22.4626 -6.6179
C 11.5328 -23.6330 -7.4091
C 11.1238 -23.0255 -8.7928
C 11.2616 -21.5343 -8.6641
H 10.6660 -24.1064 -6.9479
H 12.3620 -24.3400 -7.4375
H 10.0963 -23.2198 -9.1005
H 11.7897 -23.5415 -9.4845
H 10.3249 -20.9878 -8.7744
H 11.9860 -21.0848 -9.3433
O 5.0348 -29.3924 -16.7950
C 6.2581 -29.4421 -16.9002
O 6.9188 -28.8518 -17.9402
C 8.2916 -29.2860 -17.9228
C 8.5609 -29.6518 -16.4931
C 7.2617 -30.0749 -15.9038
H 9.1140 -28.6531 -18.2562
H 8.4295 -30.2077 -18.4882
H 8.9179 -28.7387 -16.0167
H 9.3376 -30.4140 -16.4311
H 7.1532 -29.7121 -14.8816
H 7.0832 -31.1480 -15.8364
O 8.7369 -33.6774 -7.3276
C 9.1592 -32.5267 -7.3496
O 8.3502 -31.4600 -7.2064
C 9.0801 -30.2387 -7.2652
C 10.3722 -30.5705 -7.9433
C 10.6441 -31.9684 -7.4436
H 9.2529 -29.8700 -6.2541
H 8.5163 -29.4375 -7.7431
H 11.1567 -29.8237 -7.8209
H 10.1628 -30.6246 -9.0117
H 11.1084 -32.1236 -6.4697
H 11.1783 -32.5838 -8.1674
O 9.2200 -21.3634 -13.9360
C 8.6370 -21.4822 -12.8925
O 8.8627 -20.6804 -11.8194
C 8.0670 -21.0035 -10.7458
C 7.6268 -22.4648 -11.0070
C 7.5667 -22.5623 -12.4995
H 7.1749 -20.3802 -10.6838
H 8.5912 -20.8611 -9.8008
H 6.5953 -22.6601 -10.7139
H 8.2756 -23.1935 -10.5211
H 6.6315 -22.2586 -12.9698
H 7.7021 -23.5230 -12.9962
O 16.1700 -23.5346 -13.9480
C 16.6482 -24.6582 -14.1852
O 17.5218 -24.9564 -15.1134
C 17.7849 -26.3230 -15.2132
C 16.5949 -26.9750 -14.5277
C 16.1821 -25.9302 -13.5012
H 18.6865 -26.4896 -14.6237
H 17.9845 -26.6695 -16.2272
H 16.8912 -27.9496 -14.1400
H 15.7800 -27.2054 -15.2140
H 16.6734 -25.9822 -12.5296
H 15.1018 -25.8873 -13.3624

Atoms 1-2, force components in eV/Å:
0.6324 1.2658 0.9825
0.1788 -0.5679 -0.9732

Gap between HOMO and LUMO (eV): 9.86
HOMO (eV): -8.46
Total charge: -1
Strongest force on any atom (eV/Å): 4.58
Lowest unoccupied orbital energy (eV): 1.40

Mulliken atomic charge list, values in e, 2 entries: 0.060, -0.384